Record 1
C9H23N3OP2Sr as an isolated structure in a non-equilibrium geometry. Source: the Open Molecules 2025 dataset; level of theory: wB97M-V/def2-TZVPD.

expectation value of S²: 0.788
E: -35627.533 eV
total charge: +1
Kohn-Sham gap (spin up / spin down): 6.824 / 3.802 eV
ΔE to the lowest compared entry with this formula, charge and spin: 57.11 kcal per mole
F_max: 2.69 eV Å⁻¹
spin multiplicity: 2
HOMO level (spin up / spin down): -0.3693 / -0.3691 hartree

The geometry in XYZ format:
```
39
Properties=species:S:1:pos:R:3:mulliken_charge:R:1
Sr -0.21 0.08 1.35 1.385
P -2.58 -1.49 1.93 -0.292
P -0.41 2.93 1.27 -0.407
N 0.41 -1.97 0.11 -0.441
N 1.70 0.56 0.00 -0.375
H 2.28 -2.73 -0.58 0.432
H 3.42 -0.57 -0.56 0.517
H 2.31 -1.99 1.02 0.298
C 1.84 -1.92 0.02 -0.854
H 2.11 -0.63 -1.75 0.289
C 2.32 -0.58 -0.65 -0.762
H 0.04 -3.94 0.75 0.364
H 2.79 2.28 -0.59 0.269
C -0.32 -2.89 0.72 0.138
C 1.89 1.84 -0.08 0.081
C -1.65 -2.85 1.32 -0.456
C 1.14 2.98 0.44 -0.622
H -2.00 -3.87 1.57 0.382
H 1.64 3.95 0.27 0.335
H -1.63 3.47 0.72 0.063
H -0.42 3.24 2.69 0.071
H -3.68 -1.02 1.12 0.164
H -2.82 -1.26 3.33 0.142
H 0.23 1.00 -2.08 -0.039
C -0.80 0.64 -2.21 1.023
C -1.74 1.82 -2.23 -1.275
C -0.87 -0.27 -3.41 -1.449
O -1.20 -0.10 -1.01 -0.326
H -1.57 2.43 -3.13 0.394
H -2.78 1.49 -2.24 0.354
H -1.60 2.47 -1.36 0.066
H -0.15 -1.11 -3.32 0.374
H -1.88 -0.68 -3.54 0.316
H -0.61 0.29 -4.31 0.413
H -0.71 -0.98 -0.97 0.389
N 1.21 -0.14 3.57 -0.725
H 2.21 -0.25 3.44 0.239
H 0.94 -0.91 4.18 0.271
H 1.13 0.69 4.17 0.255
```

***

Record 2
C38H28F6NNiO5P2S2 as an isolated structure in a non-equilibrium geometry. Source: the Open Molecules 2025 dataset; level of theory: wB97M-V/def2-TZVPD.

expectation value of S²: 2.007
E: -149178.285 eV
total charge: +1
Kohn-Sham gap (spin up / spin down): 9.147 / 7.247 eV
ΔE to the lowest compared entry with this formula, charge and spin: 20.33 kcal per mole
F_max: 1.49 eV Å⁻¹
spin multiplicity: 3
HOMO level (spin up / spin down): -0.4104 / -0.4241 hartree

The geometry in XYZ format:
```
83
Properties=species:S:1:pos:R:3:mulliken_charge:R:1
Ni 0.35 0.17 0.07 1.198
O 1.58 -2.58 -1.12 0.204
C 0.75 -3.01 -2.13 0.507
C 1.17 -3.72 -3.23 -1.014
C 0.22 -4.11 -4.17 -0.846
C -1.12 -3.79 -4.00 -1.016
C -1.52 -3.06 -2.88 -0.525
C -0.58 -2.65 -1.94 0.514
P -0.94 -1.74 -0.41 1.749
C -0.83 -3.05 0.83 0.414
C -0.02 -2.92 1.96 -0.218
C 0.05 -3.95 2.89 -0.970
C -0.69 -5.11 2.70 -0.600
C -1.49 -5.25 1.57 -0.865
C -1.56 -4.23 0.64 -0.325
C -2.68 -1.26 -0.58 0.815
C -3.67 -1.74 0.27 -0.682
C -5.00 -1.41 0.04 -0.714
C -5.34 -0.60 -1.03 -0.651
C -4.35 -0.09 -1.87 -0.898
C -3.02 -0.42 -1.64 -0.638
C 2.93 -2.43 -1.34 -0.800
C 3.77 -3.53 -1.43 -0.145
C 5.12 -3.32 -1.66 -0.604
C 5.62 -2.03 -1.79 -0.904
C 4.78 -0.94 -1.66 -0.861
C 3.41 -1.13 -1.43 0.445
P 2.31 0.31 -1.20 0.833
C 1.83 0.83 -2.87 1.028
C 1.89 -0.08 -3.92 -0.461
C 1.40 0.25 -5.17 -0.867
C 0.85 1.51 -5.39 -0.726
C 0.79 2.43 -4.35 -0.993
C 1.26 2.09 -3.09 -0.356
C 3.45 1.50 -0.46 0.492
C 3.94 1.17 0.80 -0.430
C 4.79 2.04 1.46 -0.864
C 5.15 3.25 0.87 -0.587
C 4.67 3.57 -0.39 -0.843
C 3.81 2.71 -1.05 -0.091
H 2.22 -3.97 -3.38 0.575
H 0.54 -4.67 -5.04 0.440
H -1.85 -4.11 -4.72 0.476
H -2.56 -2.80 -2.75 0.481
H 0.57 -2.02 2.10 0.318
H 0.68 -3.84 3.76 0.476
H -0.64 -5.90 3.43 0.422
H -2.05 -6.16 1.41 0.449
H -2.17 -4.35 -0.25 0.499
H -3.41 -2.36 1.12 0.495
H -5.77 -1.79 0.69 0.464
H -6.38 -0.35 -1.21 0.411
H -4.61 0.56 -2.69 0.469
H -2.25 -0.03 -2.30 0.557
H 3.36 -4.53 -1.31 0.636
H 5.78 -4.18 -1.73 0.443
H 6.68 -1.88 -1.98 0.472
H 5.18 0.06 -1.74 0.562
H 2.33 -1.06 -3.77 0.387
H 1.45 -0.47 -5.98 0.462
H 0.47 1.77 -6.37 0.426
H 0.37 3.41 -4.52 0.464
H 1.17 2.80 -2.28 0.407
H 3.66 0.23 1.27 0.468
H 5.18 1.78 2.44 0.459
H 5.80 3.93 1.39 0.407
H 4.96 4.50 -0.86 0.467
H 3.43 2.97 -2.03 0.485
F -1.47 1.55 4.65 -0.167
C -0.30 1.10 4.25 0.463
F -0.05 -0.09 4.77 -0.170
F 0.66 1.95 4.56 -0.181
S -0.34 0.87 2.44 1.206
O -1.36 -0.11 2.14 -0.530
O 1.03 0.42 2.06 -0.721
N -0.71 2.31 1.93 -0.693
S -0.52 2.60 0.39 1.147
O 0.85 2.90 0.04 -0.554
O -1.14 1.59 -0.51 -0.542
C -1.51 4.13 0.17 0.470
F -1.04 5.06 0.97 -0.171
F -1.35 4.48 -1.10 -0.165
F -2.77 3.87 0.43 -0.177
```

***

Record 3
A 8-piece molecular cluster, C48H86BO21 overall in a non-equilibrium geometry. Source: the Open Molecules 2025 dataset; level of theory: wB97M-V/def2-TZVPD.

E: -94846.523 eV
total charge: -1
Kohn-Sham gap: 6.153 eV
ΔE to the lowest compared entry with this formula, charge and spin: 53.74 kcal per mole
F_max: 2.13 eV Å⁻¹
HOMO level: -0.1738 hartree

The geometry in XYZ format:
```
156
Properties=species:S:1:pos:R:3:mulliken_charge:R:1
B 2.88 -3.55 2.46 0.257
C 1.51 -2.95 1.74 -1.120
C 1.60 -1.46 1.23 0.397
C 2.25 -0.45 2.24 -0.703
C 1.56 -0.42 3.65 -0.647
C 0.56 0.80 3.76 -0.554
C -0.81 0.21 4.28 -0.463
C -1.97 1.26 4.28 -1.177
C -2.24 1.92 2.88 -0.411
C -2.09 0.91 1.68 -0.309
C -2.79 1.61 0.43 -0.636
C -4.25 1.01 0.34 -0.624
C -5.17 2.06 -0.39 -0.320
C -6.70 1.73 -0.25 -0.526
C -7.24 1.94 1.20 -0.380
C -8.68 1.39 1.45 -1.090
C -8.84 -0.16 1.18 -0.276
C -8.30 -0.92 2.45 -0.442
C -7.63 -2.31 2.15 -0.833
C -8.40 -3.46 2.92 -0.107
C -8.37 -4.80 2.08 -1.254
H 3.69 -2.72 2.77 -0.226
H 3.44 -4.32 1.71 -0.235
H 2.51 -4.16 3.45 -0.294
H 1.33 -3.58 0.82 0.252
H 0.59 -3.10 2.37 0.159
H 2.08 -1.36 0.23 -0.070
H 0.54 -1.11 1.08 -0.254
H 3.34 -0.63 2.37 0.577
H 2.18 0.57 1.77 0.194
H 1.00 -1.37 3.80 0.544
H 2.36 -0.34 4.41 0.085
H 0.45 1.27 2.76 0.529
H 0.91 1.58 4.48 0.274
H -0.65 -0.13 5.33 0.160
H -1.11 -0.66 3.66 0.445
H -2.91 0.73 4.57 0.334
H -1.83 2.05 5.06 0.330
H -1.56 2.80 2.75 0.311
H -3.29 2.31 2.86 0.393
H -2.59 -0.06 1.89 0.362
H -1.03 0.75 1.42 -0.151
H -2.84 2.70 0.63 0.274
H -2.18 1.39 -0.47 0.447
H -4.58 0.81 1.38 0.357
H -4.26 0.08 -0.28 0.193
H -4.98 3.08 0.02 0.159
H -4.91 2.02 -1.48 0.242
H -6.86 0.68 -0.61 0.234
H -7.28 2.41 -0.92 0.277
H -6.54 1.52 1.95 0.126
H -7.28 3.04 1.37 0.359
H -9.43 1.92 0.82 0.412
H -8.93 1.58 2.52 0.362
H -9.93 -0.38 1.12 -0.147
H -8.36 -0.48 0.24 0.504
H -7.55 -0.25 2.94 0.379
H -9.15 -1.01 3.17 0.375
H -7.65 -2.55 1.07 0.385
H -6.60 -2.27 2.56 0.224
H -9.48 -3.21 3.05 0.152
H -7.96 -3.67 3.92 0.288
H -8.69 -4.52 1.05 0.326
H -9.06 -5.56 2.51 0.353
H -7.35 -5.23 2.03 0.305
C -15.13 0.87 2.28 -1.497
C -13.75 0.38 1.89 0.515
C -13.74 -0.96 1.21 -0.486
O -12.46 -1.47 1.56 -0.311
C -12.11 -0.89 2.74 0.606
O -11.18 -1.24 3.40 -0.525
O -12.94 0.13 3.05 -0.356
H -15.06 1.87 2.72 0.355
H -15.79 0.91 1.42 0.380
H -15.56 0.22 3.05 0.359
H -13.24 1.14 1.28 0.253
H -13.84 -0.87 0.13 0.305
H -14.51 -1.64 1.59 0.332
C 5.06 1.50 -0.24 -1.430
C 4.52 1.94 -1.58 0.477
C 3.27 1.21 -1.99 -0.220
O 3.35 1.25 -3.42 -0.327
C 4.66 1.34 -3.74 0.557
O 5.09 1.19 -4.84 -0.611
O 5.42 1.60 -2.65 -0.306
H 5.93 2.10 0.03 0.395
H 4.31 1.61 0.54 0.320
H 5.39 0.46 -0.28 0.371
H 4.37 3.02 -1.60 0.210
H 2.36 1.71 -1.64 0.384
H 3.25 0.17 -1.67 0.109
C 7.90 -0.09 -5.90 -1.464
C 8.65 -0.92 -4.88 0.750
C 8.71 -0.30 -3.51 -0.349
O 9.93 -0.82 -2.99 -0.359
C 10.74 -1.09 -4.05 0.539
O 11.90 -1.36 -3.97 -0.533
O 10.05 -1.01 -5.21 -0.372
H 7.85 -0.61 -6.85 0.366
H 6.89 0.13 -5.57 0.195
H 8.42 0.86 -6.09 0.452
H 8.25 -1.92 -4.84 0.319
H 7.86 -0.59 -2.89 0.268
H 8.77 0.79 -3.53 0.238
C 14.38 -1.04 -5.14 -1.375
C 15.29 -0.21 -6.02 0.608
C 15.38 -0.69 -7.44 -0.432
O 16.69 -0.27 -7.83 -0.345
C 17.44 -0.21 -6.70 0.644
O 18.62 -0.07 -6.68 -0.543
O 16.66 -0.32 -5.59 -0.352
H 14.31 -0.61 -4.15 0.331
H 13.38 -1.10 -5.56 0.360
H 14.77 -2.06 -5.02 0.264
H 15.00 0.84 -5.97 0.237
H 14.62 -0.24 -8.08 0.313
H 15.32 -1.78 -7.53 0.311
C 0.74 -2.48 9.24 -1.531
C 1.46 -1.52 8.31 0.560
C 2.49 -0.67 9.00 -0.513
O 2.50 0.51 8.19 -0.330
C 1.28 0.60 7.61 0.640
O 0.89 1.55 7.01 -0.524
O 0.56 -0.54 7.79 -0.352
H 0.05 -3.11 8.67 0.371
H 1.44 -3.12 9.76 0.382
H 0.13 -1.93 9.97 0.354
H 1.89 -2.07 7.47 0.293
H 3.47 -1.14 9.02 0.319
H 2.21 -0.39 10.02 0.311
C -2.55 7.41 -2.20 -1.509
C -2.55 5.98 -2.70 0.470
C -3.65 5.13 -2.11 -0.568
O -3.07 3.83 -2.15 -0.165
C -1.73 3.98 -2.10 0.592
O -0.96 3.10 -1.92 -0.518
O -1.38 5.29 -2.27 -0.336
H -1.78 7.99 -2.71 0.376
H -3.52 7.89 -2.38 0.361
H -2.33 7.45 -1.14 0.367
H -2.58 5.96 -3.79 0.274
H -4.56 5.16 -2.70 0.367
H -3.88 5.38 -1.07 0.318
C 2.35 -3.34 -4.53 -1.493
C 3.28 -2.54 -5.42 0.678
C 3.34 -3.02 -6.84 -0.519
O 4.66 -2.64 -7.24 -0.338
C 5.41 -2.60 -6.11 0.610
O 6.60 -2.50 -6.10 -0.515
O 4.64 -2.69 -5.00 -0.340
H 2.31 -2.91 -3.53 0.319
H 1.34 -3.36 -4.94 0.386
H 2.71 -4.37 -4.42 0.366
H 3.03 -1.48 -5.36 0.196
H 2.59 -2.54 -7.47 0.326
H 3.24 -4.10 -6.94 0.300
```